This record from the OMol25 dataset describes a structure of composition C38H39BiF6N11O3Se in a non-equilibrium geometry. The level of theory is ωB97M-V/def2-TZVPD.

Element x y z (Å)
Bi: -0.28 0.20 0.42
Se: 6.81 3.37 -3.20
F: -3.38 3.28 4.16
F: -2.86 5.00 2.35
F: -3.50 1.46 3.00
F: -3.49 3.39 1.08
F: -2.01 1.68 4.56
F: -1.63 4.43 0.69
O: -1.04 1.97 1.73
O: -4.63 -1.44 -2.90
O: -2.50 -0.03 0.46
N: 1.80 0.21 2.37
N: 1.75 0.11 -1.73
N: -1.24 -1.79 -0.98
N: -2.54 -1.48 -1.33
N: 1.30 -2.99 -0.29
N: -0.70 -1.59 2.36
N: 1.46 2.37 -0.23
N: -2.50 2.80 -2.61
N: 5.91 1.85 -3.45
N: 5.59 4.04 -2.09
N: -1.17 1.41 -1.58
C: -7.03 0.77 -1.39
C: 2.87 -1.17 -3.42
C: 1.37 -0.67 3.46
C: 1.24 3.51 0.39
C: 1.90 -5.41 -1.55
C: 2.55 2.27 -1.02
C: 3.22 4.52 -0.46
C: -0.84 1.44 -2.92
C: -1.62 2.92 2.54
C: -2.65 2.33 3.56
C: 0.43 -3.57 -1.12
C: 3.89 -0.25 -3.48
C: 0.69 -4.78 -1.76
C: -0.64 3.74 3.40
C: -2.18 2.24 -1.44
C: 0.59 -1.89 3.00
C: 3.47 3.32 -1.14
C: -4.46 -0.16 -0.86
C: -3.09 -0.58 -0.55
C: 2.46 -3.61 -0.10
C: -5.15 -0.59 -2.01
C: -2.42 3.94 1.68
C: -1.60 -0.92 3.30
C: -6.37 1.20 -0.24
C: 2.71 1.04 -1.82
C: -1.65 2.30 -3.57
C: 4.65 3.15 -1.97
C: 2.27 1.47 2.93
C: 2.87 -0.40 1.59
C: 4.83 1.93 -2.72
C: 3.81 0.89 -2.67
C: 2.08 4.62 0.30
C: -6.44 -0.11 -2.26
C: -0.87 -2.94 -1.38
C: -5.10 0.74 0.01
C: 2.81 -4.81 -0.70
C: -1.31 -2.86 1.95
C: 1.82 -0.94 -2.54
H: -1.59 -3.53 -1.96
H: 2.51 -1.31 1.10
H: -1.28 0.10 3.43
H: -3.26 3.45 -2.76
H: -1.53 -3.47 2.84
H: 1.00 -1.63 -2.49
H: -6.84 1.89 0.45
H: -1.72 2.58 -4.61
H: -4.56 1.05 0.90
H: 3.03 1.30 3.71
H: 2.24 -1.03 4.03
H: 1.19 -2.45 2.28
H: 3.16 -3.13 0.58
H: 3.75 -0.65 2.21
H: 2.72 2.08 2.14
H: 0.10 4.24 2.78
H: 0.42 -2.55 3.86
H: 3.19 0.29 0.81
H: 2.13 -6.35 -2.04
H: 2.86 -2.05 -4.05
H: -3.74 -1.71 -2.58
H: -2.72 2.42 -0.52
H: 4.74 -0.36 -4.14
H: 1.83 5.53 0.82
H: 3.77 -5.26 -0.49
H: 1.44 2.02 3.35
H: -6.94 -0.45 -3.15
H: -0.13 3.08 4.10
H: 0.77 -0.07 4.15
H: -0.06 -5.21 -2.42
H: -0.04 0.83 -3.32
H: 3.93 5.33 -0.55
H: -1.16 4.50 3.97
H: -2.24 -2.66 1.43
H: 0.35 3.52 0.98
H: -0.63 -3.41 1.31
H: -1.60 -1.44 4.27
H: -2.61 -0.92 2.89
H: -8.03 1.13 -1.59

Computed properties:
Calculated total energy: -5514.6374 Eh
ΔE to the lowest compared entry with this formula, charge and spin: 0.0 kcal per mole
E_LUMO: -3.078 eV
Net charge: +1
Molecular weight: 1099.7 u
Gap between HOMO and LUMO: 7.2 eV
Highest occupied orbital energy: -10.244 eV


This record from the OMol25 dataset describes a structure of composition C3H7ClF2InSn in a non-equilibrium geometry. The level of theory is ωB97M-V/def2-TZVPD.

Element x y z (Å)
Sn: -1.73 -1.96 -1.64
In: 0.64 -0.48 2.01
Cl: 2.46 0.99 2.27
F: 1.71 -0.42 -0.91
F: 0.86 -2.26 2.75
C: -0.40 1.50 -0.73
C: -0.54 -0.01 -0.84
C: 0.58 -0.83 -0.29
H: -0.60 -0.20 -1.97
H: -0.17 1.92 -1.69
H: -1.50 -0.31 -0.35
H: -0.89 0.31 2.28
H: 0.46 -1.93 -0.46
H: -1.30 1.95 -0.36
H: 0.42 1.73 -0.07

Computed properties:
Calculated total energy: -1182.4343 Eh
E_LUMO: -7.910 eV
Net charge: +1
Molecular weight: 350.1 u
Gap between HOMO and LUMO: 5.0 eV
Highest occupied orbital energy: -12.917 eV


This record from the OMol25 dataset describes a structure of composition C39H55HfN6O2S2SbSi3. The level of theory is ωB97M-V/def2-TZVPD.

Element x y z (Å)
Hf: -0.09 0.22 1.49
Sb: -1.87 -1.21 -1.59
S: -1.02 2.49 2.16
S: -0.66 4.06 -0.90
Si: -3.64 0.07 0.88
Si: 1.52 -0.15 -2.17
Si: 0.23 -2.74 -3.41
O: -0.47 -0.70 5.43
O: -0.73 -0.23 3.28
N: 1.17 4.88 -2.63
N: 1.22 2.63 -2.11
N: -1.70 -3.20 0.25
N: 0.80 -1.75 0.58
N: 1.16 1.65 0.11
N: 1.97 0.33 2.36
C: -2.12 -4.85 1.92
C: 0.86 -2.34 -0.64
C: -2.04 -2.21 1.08
C: 4.65 0.28 3.18
C: 4.33 0.87 2.01
C: 3.24 -0.65 -1.63
C: 1.66 0.36 -3.98
C: 3.62 -0.25 4.02
C: 0.62 3.83 -1.95
C: 1.89 -3.22 -4.18
C: -1.35 2.52 3.91
C: 1.58 -3.77 1.64
C: 2.35 -0.22 3.55
C: 0.87 1.46 -1.33
C: -0.75 0.11 4.57
C: -1.81 3.76 4.36
C: -0.76 -1.88 -4.76
C: 1.97 4.77 -3.84
C: -4.07 0.41 2.68
C: -1.98 0.72 -2.62
C: 1.16 4.34 -5.06
C: 2.94 0.99 1.59
C: 1.11 -2.48 1.67
C: -2.09 4.00 5.69
C: -3.82 1.68 -0.06
C: -2.45 -3.84 2.81
C: -1.75 -4.47 0.65
C: 3.47 2.65 -0.24
C: -5.00 -1.08 0.26
C: 1.78 -4.34 0.39
C: 0.37 -1.62 -1.85
C: -1.18 1.50 4.86
C: 1.42 -3.63 -0.73
C: 2.58 1.69 0.48
C: -1.91 2.99 6.63
C: -1.97 -0.81 0.55
C: -0.70 -4.33 -3.06
C: -1.46 1.76 6.21
C: -2.41 -2.52 2.40
H: -2.12 3.17 7.68
H: 1.81 4.21 -5.93
H: -5.99 -0.63 0.44
H: 3.83 2.29 -1.22
H: -2.91 2.29 -0.07
H: 1.56 -4.08 -1.69
H: 2.10 2.63 -2.60
H: -2.63 -1.73 3.10
H: 2.56 -3.75 -3.50
H: 1.56 -0.66 4.14
H: 2.45 -2.38 -4.59
H: -0.11 -5.10 -2.55
H: -3.31 0.97 3.22
H: -1.83 -1.91 -4.54
H: -1.17 0.81 -3.35
H: -4.13 1.51 -1.09
H: -2.00 1.62 -2.00
H: 0.41 5.09 -5.31
H: 0.74 2.56 0.34
H: -0.48 -0.85 -4.96
H: -1.59 -4.15 -2.46
H: 2.20 -5.33 0.29
H: 1.85 -0.48 -4.64
H: -1.02 -4.75 -4.02
H: 0.65 3.40 -4.87
H: -0.61 -2.44 -5.69
H: -1.94 4.55 3.63
H: -0.21 1.41 -1.39
H: 3.84 -0.70 4.98
H: 3.97 0.14 -1.82
H: 5.69 0.21 3.48
H: 1.68 -3.90 -5.01
H: -2.14 -5.89 2.21
H: 4.35 2.88 0.36
H: -2.73 -4.07 3.83
H: 1.79 -4.29 2.56
H: -2.44 4.98 5.99
H: -4.92 -1.27 -0.81
H: 3.30 -0.91 -0.58
H: -1.31 0.95 6.91
H: -1.46 -5.21 -0.09
H: 2.53 1.03 -4.08
H: 2.41 5.75 -4.01
H: 2.81 4.10 -3.67
H: -4.98 -2.04 0.77
H: 5.10 1.25 1.36
H: 0.63 5.73 -2.51
H: -4.59 2.28 0.42
H: -4.30 -0.50 3.24
H: 2.96 3.60 -0.41
H: 3.54 -1.53 -2.22
H: -2.92 0.67 -3.17
H: 0.98 -2.00 2.63
H: 0.79 0.90 -4.35
H: -4.98 1.02 2.66

Computed properties:
Calculated total energy: -3951.5181 Eh
ΔE to the lowest compared entry with this formula, charge and spin: 0.0 kcal per mole
E_LUMO: 0.058 eV
Net charge: 0
Molecular weight: 1088.6 u
Gap between HOMO and LUMO: 6.4 eV
Highest occupied orbital energy: -6.374 eV


This record from the OMol25 dataset describes an isolated molecule of C6H9NO in a non-equilibrium geometry. The level of theory is ωB97M-V/def2-TZVPD.

Element x y z (Å)
O: 0.93 1.14 0.43
N: 1.72 1.19 -1.68
C: 0.85 0.03 -1.74
C: 0.36 -0.03 -0.20
C: 0.27 -1.33 0.50
C: 1.60 1.72 -0.55
C: -0.98 -0.54 0.35
C: -1.74 -0.08 1.48
H: 0.09 0.29 -2.50
H: -1.69 -0.76 -0.51
H: -1.25 -0.08 2.41
H: -2.02 0.93 1.24
H: 1.33 -0.90 -2.00
H: 0.53 -2.38 0.09
H: 0.71 -1.27 1.41
H: -2.60 -0.66 1.59
H: 1.89 2.72 -0.32

Computed properties:
Calculated total energy: -363.9346 Eh
ΔE to the lowest compared entry with this formula, charge and spin: 56.2 kcal per mole
E_LUMO: 0.996 eV
Net charge: 0
SMILES: C[C@@H]1C[C@@]12CN=CO2
Molecular weight: 111.1 u
Gap between HOMO and LUMO: 10.1 eV
Highest occupied orbital energy: -9.082 eV


This record from the OMol25 dataset describes a cluster of 2 separate species, C2H10NS in total. The level of theory is ωB97M-V/def2-TZVPD.

Element x y z (Å)
S: -2.17 1.82 -1.60
N: 0.62 -1.03 0.49
C: 0.15 0.13 1.30
C: 0.93 -0.72 -0.94
H: -1.21 2.44 -0.91
H: 1.36 -1.62 -1.38
H: 0.93 0.89 1.23
H: 0.06 -0.20 2.33
H: 1.46 -1.47 0.97
H: -0.11 -1.79 0.52
H: 1.63 0.11 -0.96
H: -0.80 0.44 0.86
H: -0.01 -0.42 -1.40
H: -2.86 1.44 -0.51

Computed properties:
Spin multiplicity: 2
Calculated total energy: -534.9959 Eh
ΔE to the lowest compared entry with this formula, charge and spin: 15.3 kcal per mole
E_LUMO (alpha / beta): 0.616 / 0.505 eV
Net charge: 0
Molecular weight: 80.2 u
Gap between HOMO and LUMO (alpha / beta): 4.1 / 10.7 eV
Highest occupied orbital energy (alpha / beta): -3.469 / -10.212 eV


This record from the OMol25 dataset describes a cluster of 2 separate species, C11H13NSe in total in a non-equilibrium geometry. The level of theory is ωB97M-V/def2-TZVPD.

Element x y z (Å)
Se: 1.22 -1.86 -0.71
N: -0.96 -4.85 0.66
C: 2.89 1.89 0.05
C: 2.81 2.52 -1.17
C: -1.59 -1.31 -1.09
C: -0.93 -3.74 0.44
C: 2.44 0.61 0.13
C: 1.68 0.67 -2.16
C: -1.90 -1.41 2.15
C: 2.07 1.99 -2.17
C: -0.64 -1.67 -0.04
C: -0.75 -1.07 1.29
C: 1.87 -0.06 -0.93
H: 2.36 0.02 1.03
H: 1.27 0.47 -3.12
H: -0.92 -0.07 1.08
H: 0.21 -1.28 1.89
H: -1.40 -0.32 -1.37
H: -2.67 -1.41 -0.98
H: -1.99 -2.47 2.41
H: -1.87 -0.88 3.09
H: -2.89 -1.25 1.74
H: 2.82 3.64 -1.16
H: -1.40 -1.93 -1.97
H: 2.03 2.72 -3.00
H: 3.38 2.39 0.87

Computed properties:
Calculated total energy: -2882.9857 Eh
ΔE to the lowest compared entry with this formula, charge and spin: 61.2 kcal per mole
E_LUMO: -0.191 eV
Net charge: 0
Molecular weight: 238.2 u
Gap between HOMO and LUMO: 9.0 eV
Highest occupied orbital energy: -9.161 eV


This record from the OMol25 dataset describes a structure of composition C4H8Cl4N4O12V2 in a non-equilibrium geometry. The level of theory is ωB97M-V/def2-TZVPD.

Element x y z (Å)
V: -2.56 -0.23 -1.34
V: -0.94 -1.79 2.07
Cl: 3.12 1.02 0.07
Cl: 3.57 0.50 4.23
Cl: 0.45 0.40 -3.28
Cl: 3.08 2.05 -3.82
O: -2.05 -2.25 3.25
O: -0.65 -0.65 1.25
O: -4.88 -0.08 0.84
O: -2.90 0.34 0.19
O: -1.15 0.00 -0.73
O: -4.13 -1.46 3.20
O: -3.41 -1.04 -2.69
O: -2.45 -0.70 2.04
O: -4.25 -0.02 -1.20
O: 0.51 0.81 0.34
O: -1.43 -0.93 -2.36
O: -2.20 -2.44 -3.72
N: -2.92 -1.46 2.91
N: -2.29 -1.45 -3.05
N: -4.09 0.20 0.03
N: -0.44 0.06 0.30
C: 3.47 0.09 2.50
C: 2.64 1.64 -2.16
C: 1.82 0.33 -2.12
C: 2.67 1.09 1.72
H: 2.45 -0.49 -2.46
H: 2.88 -0.82 2.42
H: 3.53 1.62 -1.53
H: 2.13 2.55 -1.83
H: 1.49 0.16 -1.09
H: 2.85 2.08 2.15
H: 1.60 0.88 1.79
H: 4.47 -0.01 2.07

Computed properties:
Spin multiplicity: 5
Calculated total energy: -5006.0122 Eh
E_LUMO (alpha / beta): -10.612 / -10.675 eV
Net charge: +2
Molecular weight: 547.8 u
Gap between HOMO and LUMO (alpha / beta): 4.3 / 4.2 eV
Highest occupied orbital energy (alpha / beta): -14.875 / -14.875 eV


This record from the OMol25 dataset describes a cluster of 2 separate species, C4H12N2S in total in a non-equilibrium geometry. The level of theory is ωB97M-V/def2-TZVPD.

Element x y z (Å)
S: 1.16 -0.61 -0.43
N: 2.54 -0.35 -1.10
N: 1.38 -1.77 0.87
C: 1.12 0.80 0.75
C: -2.49 -0.91 -0.14
C: 0.96 2.11 0.00
C: -3.60 -0.29 -0.50
H: 2.08 0.77 1.28
H: 2.58 -0.71 -2.04
H: 1.75 2.19 -0.75
H: 2.37 -1.87 1.09
H: -3.59 0.52 -1.21
H: 0.31 0.61 1.44
H: -4.56 -0.57 -0.11
H: -2.50 -1.72 0.57
H: 1.04 2.95 0.68
H: -0.01 2.15 -0.50
H: 0.99 -2.67 0.63
H: -1.53 -0.64 -0.53

Computed properties:
Calculated total energy: -667.2098 Eh
ΔE to the lowest compared entry with this formula, charge and spin: 53.4 kcal per mole
E_LUMO: 0.773 eV
Net charge: 0
Molecular weight: 120.2 u
Gap between HOMO and LUMO: 9.6 eV
Highest occupied orbital energy: -8.793 eV


This record from the OMol25 dataset describes a cluster of 2 separate species, C3H6N2O in total in a non-equilibrium geometry. The level of theory is ωB97M-V/def2-TZVPD.

Element x y z (Å)
O: -0.85 -3.27 0.01
N: 0.93 1.68 0.66
N: 0.07 -0.21 -0.18
C: 1.00 0.37 0.75
C: -0.56 0.84 -0.85
C: -0.01 2.03 -0.32
H: -1.08 -2.61 0.68
H: -0.02 3.05 -0.66
H: -1.85 -3.32 -0.35
H: -0.09 -1.14 -0.44
H: 1.69 -0.33 1.38
H: -1.41 0.75 -1.56

Computed properties:
Calculated total energy: -302.6323 Eh
ΔE to the lowest compared entry with this formula, charge and spin: 38.1 kcal per mole
E_LUMO: 0.400 eV
Net charge: 0
SMILES: c1c[nH]cn1.O
Molecular weight: 86.1 u
Gap between HOMO and LUMO: 9.2 eV
Highest occupied orbital energy: -8.793 eV


This record from the OMol25 dataset describes a structure of composition C49H49BaN7O2S. The level of theory is ωB97M-V/def2-TZVPD.

Element x y z (Å)
Ba: -0.55 -0.08 -0.49
S: -0.97 -2.31 -3.76
O: -1.04 -1.14 -2.83
O: 0.48 1.08 1.88
N: -2.11 -3.24 0.17
N: -2.70 0.64 0.97
N: -1.48 3.21 0.04
N: 3.18 0.47 3.93
N: -2.82 -2.16 0.55
N: 2.12 1.26 3.48
N: -0.87 2.64 -1.02
C: -2.45 -0.64 4.43
C: -3.37 -0.34 -6.35
C: 1.35 0.56 2.57
C: 0.82 -3.00 -5.73
C: -2.12 -2.97 5.37
C: 2.06 -1.29 -0.73
C: -5.44 3.09 1.41
C: 5.04 -2.07 -2.48
C: -0.70 4.15 0.61
C: -2.59 -3.58 -1.02
C: -2.47 -0.62 -5.34
C: -5.79 5.47 0.60
C: 2.27 2.67 3.48
C: 3.52 3.26 3.38
C: 2.82 -1.76 -6.21
C: 3.45 0.59 5.36
C: 0.53 -2.08 -4.73
C: -2.14 -1.94 -5.08
C: -3.66 4.16 0.29
C: -2.86 3.02 0.41
C: -3.74 -1.81 -0.39
C: 1.13 3.46 3.58
C: 1.37 -1.03 -4.43
C: 0.49 4.20 -0.09
C: -3.61 -2.70 -6.80
C: -2.48 -2.48 2.92
C: 2.50 5.43 3.48
C: 3.18 -1.78 -0.89
C: 1.88 -0.79 2.59
C: -2.61 0.23 3.38
C: 2.94 -0.80 3.41
C: -3.37 1.83 0.98
C: -3.62 -2.70 -1.42
C: -2.36 -2.02 4.22
C: 2.52 -0.86 -5.19
C: 1.25 4.84 3.57
C: -2.71 -2.98 -5.78
C: -4.95 4.23 0.77
C: 4.53 -2.33 -1.06
C: 3.64 4.64 3.39
C: -4.68 1.95 1.51
C: -2.66 -1.61 1.86
C: -3.94 -1.38 -7.08
C: 0.32 3.23 -1.09
C: 4.51 -3.85 -0.80
C: 1.97 -2.83 -6.47
C: 5.49 -1.67 -0.05
C: 3.84 -1.93 3.78
C: -2.71 -0.21 2.04
H: 4.40 2.63 3.29
H: -5.09 1.07 2.00
H: 4.15 -4.06 0.21
H: -2.02 0.17 -4.74
H: -6.40 5.42 -0.31
H: 1.14 -0.37 -3.61
H: -5.17 6.36 0.54
H: -4.64 -1.15 -7.87
H: -4.38 -0.96 -0.24
H: 6.50 -2.08 -0.15
H: 6.04 -2.48 -2.62
H: 5.50 -4.28 -0.92
H: 3.75 -2.17 4.84
H: 2.59 6.51 3.49
H: -1.04 4.70 1.47
H: -2.17 -4.42 -1.54
H: 5.14 -1.85 0.97
H: 4.88 -1.68 3.57
H: 3.83 -4.33 -1.50
H: -6.48 5.59 1.44
H: 1.56 -1.58 1.94
H: 1.02 2.92 -1.85
H: -2.64 1.30 3.55
H: -2.44 -3.54 2.71
H: 3.57 -2.81 3.20
H: 1.34 4.81 0.11
H: 2.63 0.18 5.96
H: -3.22 5.03 -0.19
H: -2.46 -4.01 -5.54
H: 0.16 2.98 3.65
H: -4.06 -3.50 -7.36
H: 4.37 -2.53 -3.21
H: -2.36 -0.25 5.43
H: -2.39 -3.99 5.09
H: -2.71 -2.69 6.24
H: 5.06 -1.00 -2.68
H: 3.19 -0.05 -4.97
H: 5.53 -0.59 -0.22
H: 4.38 0.07 5.59
H: 0.16 -3.83 -5.92
H: -3.64 0.68 -6.56
H: 2.21 -3.53 -7.26
H: 3.72 -1.63 -6.79
H: 4.61 5.10 3.31
H: -4.19 -2.72 -2.34
H: 0.36 5.46 3.65
H: -6.44 3.09 1.83
H: -1.07 -2.98 5.66
H: 3.57 1.64 5.60

Computed properties:
Calculated total energy: -2854.0190 Eh
ΔE to the lowest compared entry with this formula, charge and spin: 9.3 kcal per mole
E_LUMO: 0.458 eV
Net charge: 0
Molecular weight: 937.4 u
Gap between HOMO and LUMO: 6.7 eV
Highest occupied orbital energy: -6.287 eV